A cluster of 7 separate species, C4H20O6 in total in a non-equilibrium geometry. Source: the Open Molecules 2025 dataset; level of theory: ωB97M-V with the def2-TZVPD basis set.

Each line ends with the Mulliken charge.
Positions of all 30 atoms, in Å:
C: -2.21010 0.65455 -0.23095  -1.38
C: -0.72023 0.74712 -0.09525  -0.02
C: 0.01105 -0.08084 0.65347  -0.13
C: 1.46672 0.18610 0.95104  -1.11
H: -2.67175 -0.18016 0.26939  0.33
H: -2.56266 1.52234 0.33931  0.39
H: -2.56861 0.87217 -1.23040  0.37
H: -0.20912 1.52320 -0.65411  0.36
H: -0.43809 -0.90852 1.17488  0.33
H: 1.90037 -0.56055 1.59011  0.36
H: 2.09226 0.16109 0.05029  0.23
H: 1.59107 1.21619 1.27274  0.31
O: -2.29567 -2.99806 2.29523  -0.61
H: -1.58570 -2.40927 2.56098  0.32
H: -2.37361 -3.68612 2.95694  0.30
O: 1.81688 3.38069 -0.63945  -0.60
H: 2.41679 3.04766 -1.30843  0.30
H: 2.29548 4.02623 -0.11474  0.30
O: 1.86642 -2.82460 -0.42516  -0.62
H: 1.11437 -2.54364 -0.97255  0.39
H: 2.12065 -3.71063 -0.67777  0.28
O: -1.90629 1.56110 3.40337  -0.65
H: -1.29318 1.24197 2.73644  0.36
H: -1.55079 2.36847 3.77983  0.31
O: -0.25820 -1.69743 -2.05691  -0.77
H: -0.95688 -2.24229 -1.68463  0.34
H: -0.15239 -0.94845 -1.45655  0.30
O: 2.06100 0.62660 -4.25657  -0.61
H: 1.21867 0.36638 -4.61927  0.32
H: 1.78156 1.28869 -3.61125  0.29

lowest unoccupied orbital energy = 0.012 Ha
E_tot = -615.7946 a.u.
maximum force = 1.72 eV/Å
SMILES = C/C=C/C.O.O.O.O.O.O
HOMO level = -9.443 eV

The molecule C14H16N2O3 in a non-equilibrium geometry. Source: the Open Molecules 2025 dataset; level of theory: ωB97M-V with the def2-TZVPD basis set.

Each line ends with the Mulliken charge.
Positions of all 35 atoms, in Å:
C: 5.68281 0.47667 -0.00592  -1.36
C: 4.59582 -0.47290 -0.05278  -0.22
O: 3.27914 0.14520 -0.14886  -0.16
C: 2.04332 -0.43889 0.06971  0.62
O: 1.98681 -1.70276 0.15790  -0.78
C: 0.90157 0.53442 -0.06317  0.02
C: 1.10990 1.72775 0.11202  -0.11
N: 0.22406 2.80182 0.20289  -0.64
C: -1.13573 2.49602 -0.09963  0.33
C: -2.21892 3.34198 0.32638  -1.00
C: -3.46983 3.04493 0.03397  -0.41
C: -3.90396 1.68552 -0.09652  -0.86
C: -2.85817 0.61983 -0.32348  -0.21
C: -1.49459 0.99402 0.13804  0.52
C: -0.44530 0.01618 0.01137  0.31
N: -0.51377 -1.38463 0.21498  -0.04
C: -1.72874 -1.90926 0.71645  -1.79
C: -2.25472 -3.16097 -0.52495  -0.39
O: -3.35644 -3.57668 0.17535  -0.51
H: 5.60238 1.15717 -0.94589  0.26
H: 5.62208 0.97537 0.77505  0.44
H: 6.51839 -0.16617 -0.12947  0.40
H: 4.63634 -1.02376 0.80514  0.35
H: 4.46158 -1.13490 -0.96600  0.32
H: 2.14145 2.47275 0.07746  0.21
H: -1.94098 4.28596 0.38672  0.54
H: -4.21039 3.63792 0.05301  0.62
H: -4.79822 1.42363 -0.50661  0.46
H: -3.12269 -0.41203 -0.59777  0.33
H: 0.43748 -1.73759 0.11219  0.29
H: -1.42565 -2.68484 1.38681  0.46
H: -2.47764 -1.52177 1.20936  0.86
H: -2.66031 -2.38315 -1.13402  0.36
H: -1.47785 -3.84341 -0.72261  0.43
H: -3.74922 -4.28344 -0.64713  0.35

lowest unoccupied orbital energy = -0.006 Ha
E_tot = -877.9579 a.u.
maximum force = 17.07 eV/Å
SMILES = CCOC(=O)c1cnc2ccccc2c1NCCO
HOMO level = -7.513 eV

A cluster of 7 separate species, C30H63NO12S6 in total in a non-equilibrium geometry. Source: the Open Molecules 2025 dataset; level of theory: ωB97M-V with the def2-TZVPD basis set.

Each line ends with the Mulliken charge.
Positions of all 112 atoms, in Å:
O: 10.58665 -3.00804 -3.34288  -0.65
S: 9.31831 -2.25428 -3.25989  1.09
O: 8.44496 -2.39748 -2.09760  -0.63
C: 9.72581 -0.46700 -3.37267  -0.75
C: 8.71085 0.02408 -4.37761  -0.61
C: 8.77284 -0.99745 -5.50519  -0.62
C: 8.47783 -2.40460 -4.88683  -0.59
H: 10.73117 -0.46443 -3.79380  0.34
H: 9.65436 -0.12435 -2.34039  0.40
H: 7.79497 -0.07414 -3.79484  0.32
H: 8.89080 1.07758 -4.59172  0.34
H: 9.71154 -0.80420 -6.02439  0.32
H: 7.99595 -0.69856 -6.20891  0.32
H: 8.83729 -3.23281 -5.49752  0.37
H: 7.42920 -2.68657 -4.79217  0.36
O: -11.04342 1.64725 4.50068  -0.61
S: -11.82349 0.51400 4.09674  1.03
O: -12.24773 -0.40848 5.17232  -0.64
C: -13.35142 1.06057 3.11690  -0.62
C: -12.99368 0.84258 1.63097  -0.56
C: -11.73323 0.04080 1.38663  -0.52
C: -11.05298 -0.40638 2.62922  -0.60
H: -13.64561 2.05866 3.44152  0.41
H: -14.15525 0.36116 3.34667  0.31
H: -13.78877 0.21913 1.22206  0.26
H: -12.97439 1.78676 1.08666  0.29
H: -11.03917 0.60586 0.76446  0.24
H: -12.04825 -0.82059 0.79769  0.28
H: -9.97415 -0.25473 2.66430  0.39
H: -11.16047 -1.48019 2.78256  0.34
O: -5.47411 -11.61066 -7.36960  -0.63
S: -5.67599 -12.13317 -5.96469  1.03
O: -6.08886 -13.53885 -5.78370  -0.63
C: -4.36848 -11.52853 -4.81663  -0.74
C: -4.74025 -10.09070 -4.37370  -0.51
C: -6.27057 -10.20078 -4.04735  -0.66
C: -6.96199 -11.00224 -5.25604  -0.64
H: -3.37411 -11.79784 -5.17269  0.45
H: -4.48594 -12.12470 -3.91171  0.34
H: -4.23006 -9.81718 -3.45014  0.31
H: -4.57040 -9.44530 -5.23550  0.33
H: -6.63250 -9.17276 -4.06419  0.30
H: -6.52643 -10.74632 -3.13904  0.34
H: -7.36689 -10.33673 -6.01844  0.34
H: -7.82823 -11.59376 -4.95965  0.38
O: -2.58523 -0.76767 10.35935  -0.64
S: -1.61691 0.10034 11.00544  1.05
O: -1.19626 -0.14276 12.39174  -0.63
C: -0.13829 0.43229 9.97168  -0.60
C: -0.11603 1.93305 9.74862  -0.58
C: -1.00549 2.62575 10.76379  -0.53
C: -2.25856 1.82974 10.81940  -0.75
H: -0.27497 -0.13006 9.04801  0.32
H: 0.70119 -0.01166 10.50673  0.38
H: 0.90611 2.28123 9.89732  0.27
H: -0.36496 2.26416 8.74040  0.33
H: -1.31163 3.57558 10.32537  0.29
H: -0.56152 2.91695 11.71574  0.32
H: -2.89183 1.89800 9.93486  0.33
H: -2.98726 2.00143 11.61162  0.44
O: 8.83712 2.47936 4.26730  -0.60
S: 7.64812 3.03383 4.90579  0.99
O: 7.42833 2.96024 6.32856  -0.61
C: 7.19847 4.84216 4.33036  -0.84
C: 6.57149 4.87551 2.94728  -0.47
C: 5.92803 3.42660 2.73143  -0.56
C: 6.22032 2.44354 3.88220  -0.76
H: 8.13714 5.36378 4.51719  0.48
H: 6.48277 5.09213 5.11354  0.37
H: 5.94968 5.76416 2.83892  0.37
H: 7.49693 4.91813 2.37295  0.22
H: 6.21443 3.04973 1.74958  0.31
H: 4.86915 3.66710 2.63636  0.29
H: 6.12839 1.37153 3.70771  0.49
H: 5.40521 2.44253 4.60586  0.33
O: 5.75661 8.70415 -7.37530  -0.64
S: 4.50594 8.14076 -6.90923  1.07
O: 4.40170 7.62633 -5.52604  -0.66
C: 3.21988 9.26090 -7.39594  -0.65
C: 2.55889 8.71970 -8.76393  -0.69
C: 3.38476 7.48128 -9.29843  -0.52
C: 4.01079 6.86370 -8.06746  -0.70
H: 3.57063 10.28716 -7.28705  0.45
H: 2.47274 9.05555 -6.62931  0.30
H: 1.58759 8.30564 -8.49334  0.30
H: 2.33588 9.50165 -9.48982  0.36
H: 4.17274 7.81784 -9.97217  0.32
H: 2.57381 6.91973 -9.76223  0.30
H: 4.93064 6.31229 -8.26219  0.41
H: 3.21621 6.30212 -7.57614  0.33
C: -1.74370 0.29798 2.17908  -1.33
C: -0.93277 -0.93596 1.62945  -0.38
N: 0.03930 -0.66500 0.51222  -0.09
C: -0.62025 -0.19482 -0.74163  -0.33
C: 0.49555 0.44061 -1.66082  -1.30
C: 0.97140 -1.78553 0.36188  -0.85
C: 0.53660 -3.15607 -0.14562  -0.93
H: -1.27963 1.27293 2.32812  0.31
H: -2.11275 0.06899 3.17881  0.39
H: -2.64885 0.36612 1.57562  0.34
H: -0.42735 -1.42078 2.46468  0.40
H: -1.67733 -1.59804 1.18743  0.29
H: -1.19388 -1.05794 -1.07937  0.37
H: -1.25219 0.61393 -0.37466  0.29
H: 1.03561 1.27610 -1.21541  0.32
H: 1.29831 -0.19425 -2.03581  0.33
H: 0.01741 0.84387 -2.55350  0.40
H: 1.39927 -2.17322 1.28639  0.38
H: 1.90925 -1.46760 -0.09360  0.54
H: -0.51232 -3.04075 -0.41870  0.23
H: 0.54514 -4.06628 0.45401  0.33
H: 1.18444 -3.37404 -0.99467  0.28

lowest unoccupied orbital energy = 0.012 Ha
E_tot = -4527.3376 a.u.
maximum force = 3.58 eV/Å
SMILES = O=S1(=O)CCCC1.O=S1(=O)CCCC1.O=S1(=O)CCCC1.O=S1(=O)CCCC1.O=S1(=O)CCCC1.O=S1(=O)CCCC1.CCN(CC)CC
HOMO level = -8.387 eV

What is the formula in the third record?
C30H63NO12S6

Copy entry 1 word for word.
A cluster of 7 separate species, C4H20O6 in total in a non-equilibrium geometry. Source: the Open Molecules 2025 dataset; level of theory: ωB97M-V with the def2-TZVPD basis set.

Each line ends with the Mulliken charge.
Positions of all 30 atoms, in Å:
C: -2.21010 0.65455 -0.23095  -1.38
C: -0.72023 0.74712 -0.09525  -0.02
C: 0.01105 -0.08084 0.65347  -0.13
C: 1.46672 0.18610 0.95104  -1.11
H: -2.67175 -0.18016 0.26939  0.33
H: -2.56266 1.52234 0.33931  0.39
H: -2.56861 0.87217 -1.23040  0.37
H: -0.20912 1.52320 -0.65411  0.36
H: -0.43809 -0.90852 1.17488  0.33
H: 1.90037 -0.56055 1.59011  0.36
H: 2.09226 0.16109 0.05029  0.23
H: 1.59107 1.21619 1.27274  0.31
O: -2.29567 -2.99806 2.29523  -0.61
H: -1.58570 -2.40927 2.56098  0.32
H: -2.37361 -3.68612 2.95694  0.30
O: 1.81688 3.38069 -0.63945  -0.60
H: 2.41679 3.04766 -1.30843  0.30
H: 2.29548 4.02623 -0.11474  0.30
O: 1.86642 -2.82460 -0.42516  -0.62
H: 1.11437 -2.54364 -0.97255  0.39
H: 2.12065 -3.71063 -0.67777  0.28
O: -1.90629 1.56110 3.40337  -0.65
H: -1.29318 1.24197 2.73644  0.36
H: -1.55079 2.36847 3.77983  0.31
O: -0.25820 -1.69743 -2.05691  -0.77
H: -0.95688 -2.24229 -1.68463  0.34
H: -0.15239 -0.94845 -1.45655  0.30
O: 2.06100 0.62660 -4.25657  -0.61
H: 1.21867 0.36638 -4.61927  0.32
H: 1.78156 1.28869 -3.61125  0.29

lowest unoccupied orbital energy = 0.012 Ha
E_tot = -615.7946 a.u.
maximum force = 1.72 eV/Å
SMILES = C/C=C/C.O.O.O.O.O.O
HOMO level = -9.443 eV

Among the records above, which one has the highest maximum force?
C14H16N2O3